A.
DFT (ωB97M-V with the def2-TZVPD basis set) results for the molecule C4H6O.

Values from the calculation:
Kohn-Sham gap = 10.62 eV
HOMO energy = -9.7 eV
SMILES = C#CCOC
charge = 0

Last columns: bonded neighbours and bond lengths (Å).
Positions of all 11 atoms, in Å:
1 C -1.693 -1.516 1.809  C2 1.264, H6 1.088
2 C -1.053 -0.708 1.078  C1 1.264, C3 1.399
3 C -0.461 -0.139 -0.055  C2 1.399, O4 1.408, H7 1.070, H8 1.125
4 O 0.652 0.609 0.373  C3 1.408, C5 1.465
5 C 1.329 1.017 -0.860  O4 1.465, H9 1.185, H10 1.057, H11 1.112
6 H -2.157 -2.216 2.500  C1 1.088
7 H -0.191 -0.899 -0.759  C3 1.070
8 H -1.275 0.435 -0.579  C3 1.125
9 H 1.754 0.083 -1.453  C5 1.185
10 H 2.190 1.533 -0.529  C5 1.057
11 H 0.905 1.801 -1.524  C5 1.112

Results of the Mulliken charge analysis, in e, for atoms 1 through 8:
1 C -0.1439
2 C -0.4225
3 C -0.1559
4 O -0.3253
5 C -0.6998
6 H 0.3824
7 H 0.2775
8 H 0.2461


B.
DFT (ωB97M-V with the def2-TZVPD basis set) results for a cluster of 2 separate species, C4H6O in total.

Values from the calculation:
Kohn-Sham gap = 9.33 eV
HOMO energy = -10.1 eV
charge = 0

Last columns: bonded neighbours and bond lengths (Å).
Positions of all 11 atoms, in Å:
1 C -2.278 0.375 -0.715  C2 1.349, H5 1.143, H6 1.240
2 C -0.970 0.130 -0.934  C1 1.349, C3 1.653, H7 1.319
3 C -0.112 0.015 0.474  C2 1.653, C4 1.518, H8 1.095, H9 1.134
4 C 1.203 -0.737 0.384  C3 1.518, O11 1.538
5 H -3.017 0.489 -1.580  C1 1.143
6 H -2.821 0.501 0.393  C1 1.240
7 H -0.366 0.264 -2.099  C2 1.319
8 H 0.137 1.012 0.855  C3 1.095
9 H -0.889 -0.342 1.220  C3 1.134
10 H 1.078 -2.420 0.119  no bonds
11 O 2.352 0.225 0.730  C4 1.538

Results of the Mulliken charge analysis, in e, for atoms 1 through 8:
1 C -0.5905
2 C 0.0238
3 C -0.3504
4 C -0.1469
5 H 0.2436
6 H 0.1586
7 H 0.2281
8 H 0.3121


Result of the stability comparison: B is the least stable of them.


A.
DFT (ωB97M-V with the def2-TZVPD basis set) results for the molecule C4H6O.

Values from the calculation:
Kohn-Sham gap = 9.45 eV
HOMO energy = -8.4 eV
SMILES = C1=CCOC1
charge = 0

Last columns: bonded neighbours and bond lengths (Å).
Positions of all 11 atoms, in Å:
1 C 0.270 0.219 0.964  C2 1.397, C5 1.471, H6 1.191
2 C -0.033 -1.030 0.416  C1 1.397, C3 1.406, H7 0.993
3 C -0.518 -0.767 -0.877  C2 1.406, O4 1.466, H8 1.105, H9 1.178
4 O -0.029 0.587 -1.159  C3 1.466, C5 1.311
5 C 0.467 1.202 -0.113  C1 1.471, O4 1.311, H10 1.115, H11 1.073
6 H 0.346 0.661 2.067  C1 1.191
7 H -0.008 -1.860 0.960  C2 0.993
8 H -1.602 -0.965 -0.804  C3 1.105
9 H -0.288 -1.663 -1.605  C3 1.178
10 H 1.456 1.676 -0.310  C5 1.115
11 H -0.062 1.939 0.460  C5 1.073

Results of the Mulliken charge analysis, in e, for atoms 1 through 8:
1 C -0.2315
2 C -0.6055
3 C -0.2627
4 O -0.3474
5 C -0.2164
6 H 0.2373
7 H 0.5171
8 H 0.2031


B.
DFT (ωB97M-V with the def2-TZVPD basis set) results for the molecule C4H6O.

Values from the calculation:
Kohn-Sham gap = 9.86 eV
HOMO energy = -8.7 eV
SMILES = C=COC=C
charge = 0

Last columns: bonded neighbours and bond lengths (Å).
Positions of all 11 atoms, in Å:
1 C 1.584 1.556 0.861  C2 1.334, H6 1.076, H7 1.082
2 C 1.058 0.399 0.455  C1 1.334, O3 1.363, H8 1.081
3 O -0.173 0.330 -0.126  C2 1.363, C4 1.363
4 C -0.748 -0.883 -0.364  O3 1.363, C5 1.320, H9 1.089
5 C -1.922 -1.005 -0.957  C4 1.320, H10 1.077, H11 1.092
6 H 2.575 1.593 1.279  C1 1.076
7 H 1.040 2.485 0.749  C1 1.082
8 H 1.579 -0.542 0.562  C2 1.081
9 H -0.142 -1.755 -0.122  C4 1.089
10 H -2.532 -0.166 -1.243  C5 1.077
11 H -2.320 -2.012 -1.094  C5 1.092

Results of the Mulliken charge analysis, in e, for atoms 1 through 8:
1 C -0.7468
2 C 0.1741
3 O -0.2802
4 C 0.1837
5 C -0.7318
6 H 0.2485
7 H 0.2522
8 H 0.2101


C.
DFT (ωB97M-V with the def2-TZVPD basis set) results for the molecule C4H6O.

Values from the calculation:
Kohn-Sham gap = 10.30 eV
HOMO energy = -9.2 eV
SMILES = C1=CCOC1
charge = 0

Last columns: bonded neighbours and bond lengths (Å).
Positions of all 11 atoms, in Å:
1 C -0.870 0.004 -0.730  C2 1.328, C5 1.509, H6 1.084
2 C -0.756 0.697 0.397  C1 1.328, C3 1.507, H7 1.086
3 C 0.611 0.464 0.985  C2 1.507, O4 1.420, H8 1.104, H9 1.099
4 O 1.312 -0.268 -0.010  C3 1.420, C5 1.418
5 C 0.367 -0.844 -0.897  C1 1.509, O4 1.418, H10 1.111, H11 1.100
6 H -1.731 -0.031 -1.387  C1 1.084
7 H -1.521 1.300 0.877  C2 1.086
8 H 0.561 -0.110 1.927  C3 1.104
9 H 1.147 1.401 1.194  C3 1.099
10 H 0.120 -1.880 -0.583  C5 1.111
11 H 0.813 -0.876 -1.902  C5 1.100

Results of the Mulliken charge analysis, in e, for atoms 1 through 8:
1 C -0.3134
2 C -0.3022
3 C -0.3877
4 O -0.3520
5 C -0.3672
6 H 0.3843
7 H 0.3730
8 H 0.2265


D.
DFT (ωB97M-V with the def2-TZVPD basis set) results for the molecule C4H6O.

Values from the calculation:
Kohn-Sham gap = 10.83 eV
HOMO energy = -9.8 eV
SMILES = O=CC1CC1
charge = 0

Last columns: bonded neighbours and bond lengths (Å).
Positions of all 11 atoms, in Å:
1 O -2.725 0.114 -0.161  C2 1.252
2 C -1.576 -0.175 0.244  O1 1.252, C3 1.510, H6 1.104
3 C -0.277 0.017 -0.500  C2 1.510, C4 1.479, C5 1.526, H7 1.121
4 C 0.933 -0.732 -0.100  C3 1.479, C5 1.533, H8 1.065, H9 1.026
5 C 0.872 0.778 0.154  C3 1.526, C4 1.533, H10 1.140, H11 1.091
6 H -1.396 -0.557 1.265  C2 1.104
7 H -0.502 0.240 -1.575  C3 1.121
8 H 1.692 -0.992 -0.801  C4 1.065
9 H 0.837 -1.334 0.726  C4 1.026
10 H 0.916 1.069 1.255  C5 1.140
11 H 1.226 1.572 -0.507  C5 1.091

Results of the Mulliken charge analysis, in e, for atoms 1 through 8:
1 O -0.5139
2 C -0.0687
3 C 0.1160
4 C -0.7031
5 C -0.4632
6 H 0.2649
7 H 0.3451
8 H 0.2525


Result of the stability comparison: A is the least stable of them.


A.
DFT (ωB97M-V with the def2-TZVPD basis set) results for the molecule C4H6O.

Values from the calculation:
Kohn-Sham gap (alpha / beta) = 8.82 / 7.43 eV
HOMO energy (alpha / beta) = -8.7 / -8.0 eV
charge = 0

Last columns: bonded neighbours and bond lengths (Å).
Positions of all 11 atoms, in Å:
1 C -1.335 -0.495 -0.086  C2 1.296, C3 1.785
2 C -1.589 0.769 -0.205  C1 1.296, H6 1.111, H7 1.011
3 C 0.324 -1.098 0.184  C1 1.785, C4 1.448, H8 1.141, H9 1.122
4 C 1.443 -0.388 -0.402  C3 1.448, O5 1.373, H10 1.025
5 O 1.754 0.886 0.003  C4 1.373, H11 0.963
6 H -0.830 1.577 -0.273  C2 1.111
7 H -2.504 1.190 -0.300  C2 1.011
8 H 0.171 -1.077 1.315  C3 1.141
9 H 0.104 -2.130 -0.195  C3 1.122
10 H 1.720 -0.338 -1.387  C4 1.025
11 H 1.861 0.960 0.957  O5 0.963

Results of the Mulliken charge analysis, in e, for atoms 1 through 8:
1 C -0.0919
2 C -0.6724
3 C -0.2972
4 C -0.2065
5 O -0.4485
6 H 0.1988
7 H 0.3050
8 H 0.2254


B.
DFT (ωB97M-V with the def2-TZVPD basis set) results for the molecule C4H6O.

Values from the calculation:
Kohn-Sham gap = 10.66 eV
HOMO energy = -9.6 eV
SMILES = C1=CCOC1
charge = 0

Last columns: bonded neighbours and bond lengths (Å).
Positions of all 11 atoms, in Å:
1 C -0.823 -0.781 0.124  C2 1.314, C5 1.513, H6 1.025
2 C 0.333 -0.723 0.746  C1 1.314, C3 1.491, H7 1.084
3 C 1.210 0.421 0.366  C2 1.491, O4 1.461, H8 1.148, H9 1.118
4 O 0.592 0.766 -0.912  C3 1.461, C5 1.571
5 C -0.936 0.425 -0.782  C1 1.513, O4 1.571, H10 1.190, H11 1.178
6 H -1.517 -1.534 0.186  C1 1.025
7 H 0.554 -1.587 1.363  C2 1.084
8 H 2.246 0.117 -0.025  C3 1.148
9 H 1.181 1.234 1.133  C3 1.118
10 H -1.536 1.334 -0.302  C5 1.190
11 H -1.304 0.328 -1.897  C5 1.178

Results of the Mulliken charge analysis, in e, for atoms 1 through 8:
1 C -0.3992
2 C -0.3345
3 C -0.2520
4 O -0.3851
5 C -0.3079
6 H 0.4758
7 H 0.3424
8 H 0.2313


C.
DFT (ωB97M-V with the def2-TZVPD basis set) results for the molecule C4H6O.

Values from the calculation:
Kohn-Sham gap (alpha / beta) = 8.75 / 7.39 eV
HOMO energy (alpha / beta) = -9.3 / -8.5 eV
charge = 0

Last columns: bonded neighbours and bond lengths (Å).
Positions of all 11 atoms, in Å:
1 C -1.236 -0.352 -0.153  C2 1.548, C5 1.402, H6 1.087, H7 1.135
2 C 0.001 -0.014 0.715  C1 1.548, C3 1.576, C5 1.423, H8 1.088
3 C 1.286 -0.288 -0.157  C2 1.576, O4 1.338, H9 1.108, H10 1.107
4 O 0.871 -0.168 -1.424  C3 1.338
5 C -0.733 0.951 -0.031  C1 1.402, C2 1.423, H11 1.081
6 H -2.252 -0.628 0.116  C1 1.087
7 H -0.737 -0.826 -1.056  C1 1.135
8 H 0.057 0.001 1.801  C2 1.088
9 H 1.832 -1.222 0.077  C3 1.108
10 H 1.919 0.549 0.197  C3 1.107
11 H -1.005 1.996 -0.084  C5 1.081

Results of the Mulliken charge analysis, in e, for atoms 1 through 8:
1 C -0.4339
2 C -0.4231
3 C -0.2347
4 O -0.6384
5 C -0.0844
6 H 0.3084
7 H 0.2047
8 H 0.3584


D.
DFT (ωB97M-V with the def2-TZVPD basis set) results for a cluster of 2 separate species, C4H6O in total.

Values from the calculation:
Kohn-Sham gap = 10.93 eV
HOMO energy = -9.9 eV
SMILES = CC=O.C#C
charge = 0

Last columns: bonded neighbours and bond lengths (Å).
Positions of all 11 atoms, in Å:
1 C -0.692 0.602 -0.453  C2 1.451, H4 1.204, H5 1.096, H6 1.089
2 C -1.087 -0.777 -0.236  C1 1.451, O3 1.218, H7 1.102
3 O -1.374 -1.236 0.856  C2 1.218
4 H -1.863 0.465 -0.694  C1 1.204
5 H -0.085 0.891 -1.319  C1 1.096
6 H -0.601 1.274 0.400  C1 1.089
7 H -1.151 -1.347 -1.176  C2 1.102
8 C 1.216 -0.238 0.843  C9 1.201, H10 1.079
9 C 2.202 0.322 0.447  C8 1.201, H11 1.062
10 H 0.344 -0.762 1.204  C8 1.079
11 H 3.091 0.806 0.127  C9 1.062

Results of the Mulliken charge analysis, in e, for atoms 1 through 8:
1 C -0.9366
2 C 0.1191
3 O -0.5514
4 H 0.2207
5 H 0.3281
6 H 0.4211
7 H 0.3468
8 C -0.6256


Result of the stability comparison: A is the least stable of them.